Entry 1:
# C4H6N2

A 2-piece molecular cluster, C4H6N2 overall at a distorted geometry (ωB97M-V with the def2-TZVPD basis set, OMol25).

Properties
Total energy   -265.3599 hartree
HOMO level   -0.279 Eh
ΔE to the lowest compared entry with this formula, charge and spin   461.2 kJ/mol
Kohn-Sham gap   8.45 eV
Maximum force   1.3 eV/A
E_LUMO   0.85 eV

XYZ file:
```
12
Properties=species:S:1:pos:R:3:forces:R:3:mulliken_charge:R:1
C 2.061 1.506 -1.338 -0.28 0.07 -0.20 -0.4858
C 0.883 1.468 -1.529 0.39 0.08 0.03 -0.2730
C -0.396 0.111 0.752 0.54 1.09 0.28 -0.0431
C -2.302 -1.308 0.133 -0.04 -0.60 0.06 -0.3500
N -1.235 -0.752 0.527 -0.68 0.00 -0.32 -0.1099
N 0.773 0.059 1.379 0.20 -0.58 0.20 -0.3798
H 3.100 1.551 -1.201 0.60 0.01 0.08 0.3746
H -0.159 1.425 -1.651 -0.56 -0.01 -0.10 0.3739
H -3.143 -1.413 0.802 -0.14 0.04 0.14 0.2310
H -2.369 -1.721 -0.862 0.06 -0.14 -0.13 0.2268
H 1.360 0.871 1.302 -0.01 -0.10 0.02 0.2417
H 1.223 -0.813 1.640 -0.07 0.15 -0.04 0.1935
```
Forces are in eV/Å.

Entry 2:
# C4H5NO2

One molecule with the formula C4H5NO2 at a distorted geometry (ωB97M-V with the def2-TZVPD basis set, OMol25).

Properties
Structure (SMILES)   CN1C(=O)CC1=O
Total energy   -360.6564 hartree
HOMO level   -0.369 Eh
ΔE to the lowest compared entry with this formula, charge and spin   34.2 kJ/mol
Kohn-Sham gap   10.72 eV
Maximum force   2.8 eV/A
E_LUMO   0.67 eV

XYZ file:
```
12
Properties=species:S:1:pos:R:3:forces:R:3:mulliken_charge:R:1
C 0.817 0.430 -1.191 0.21 -0.03 -0.10 -0.8393
N 0.016 0.029 -0.061 0.40 0.21 -0.56 0.1531
C -1.323 -0.259 0.018 -0.14 -0.59 2.77 0.3467
O -2.218 -0.258 -0.760 -0.07 0.06 -0.41 -0.5444
C -1.108 -0.576 1.642 -0.47 0.33 -2.07 -0.3813
C 0.319 -0.191 1.283 -0.20 -0.08 0.25 0.3582
O 1.351 -0.088 1.871 0.28 0.06 -0.03 -0.5626
H 0.155 0.828 -1.958 0.03 0.00 0.04 0.3465
H 1.365 -0.423 -1.595 -0.02 0.07 0.00 0.2756
H 1.529 1.193 -0.879 -0.03 0.00 -0.02 0.3216
H -1.633 0.089 2.316 0.00 0.08 0.06 0.2668
H -1.253 -1.617 1.904 0.02 -0.10 0.06 0.2591
```
Forces are in eV/Å.

Entry 3:
# C9H17N4O

A 2-piece molecular cluster, C9H17N4O overall at a distorted geometry (ωB97M-V with the def2-TZVPD basis set, OMol25).

Properties
Total energy   -647.0372 hartree
HOMO level   -0.485 Eh
ΔE to the lowest compared entry with this formula, charge and spin   253.2 kJ/mol
Charge   +1
Kohn-Sham gap   8.05 eV
Maximum force   4.9 eV/A
E_LUMO   -5.15 eV

XYZ file:
```
31
Properties=species:S:1:pos:R:3:forces:R:3:mulliken_charge:R:1
C 1.093 -0.943 2.642 0.77 0.15 0.18 -0.1389
C -1.374 -0.507 0.079 1.69 0.16 -0.95 0.9360
C -0.233 -0.362 1.014 0.59 -2.03 2.46 0.1132
C 0.941 0.951 -1.356 -0.11 2.35 0.30 -1.0308
C 1.391 -1.500 -1.414 -1.83 0.35 0.65 -1.3815
C 2.926 -0.074 -0.087 2.45 2.78 -1.44 -1.5035
C -3.298 0.327 -1.017 1.89 -0.64 0.02 -0.9969
C -2.136 1.733 0.657 1.06 1.18 2.41 -0.8213
C 1.709 -0.155 -0.879 0.41 -3.44 -1.24 1.4887
N 1.302 0.334 2.386 -0.02 -1.11 0.87 -1.0061
N 0.457 0.669 1.426 -0.83 0.73 -1.43 0.0887
N 0.192 -1.491 1.785 1.30 4.73 -0.44 -0.0058
N -2.179 0.502 -0.085 -0.77 1.57 0.24 -0.0175
O -1.369 -1.484 -0.681 -0.16 -1.06 0.65 -0.8206
H 1.687 -1.397 3.430 -0.50 -0.52 -0.29 0.4628
H -0.153 0.967 -1.374 0.30 -0.71 0.15 0.1957
H 1.205 1.182 -2.375 0.44 -0.35 -0.79 0.4753
H 1.280 1.813 -0.812 -0.20 0.69 0.28 0.3917
H 0.300 -1.815 -1.007 1.81 0.55 -0.62 0.3230
H 1.187 -1.512 -2.476 -0.30 0.52 -0.44 0.4018
H 2.109 -2.266 -1.255 0.66 -0.47 0.66 0.4335
H 2.820 0.401 0.881 -0.19 -0.10 0.37 0.4104
H 3.680 0.756 -0.562 -2.00 -1.39 0.60 0.3630
H 3.592 -0.921 -0.106 -0.49 -0.65 0.33 0.4449
H -2.933 -0.723 -1.360 -2.14 1.86 -0.65 0.3395
H -4.169 0.430 -0.398 -0.81 -0.66 -0.02 0.3388
H -3.316 1.224 -1.680 0.20 -1.14 -0.17 0.2957
H -2.993 1.745 1.354 0.09 0.18 -0.38 0.3876
H -1.181 1.775 1.372 -2.29 0.32 -2.11 0.3006
H -2.232 2.635 -0.017 0.39 -1.07 0.64 0.3345
H -0.304 -2.294 1.915 -1.42 -2.80 0.17 0.1973
```
Forces are in eV/Å.

Entry 4:
# C16H17AsO3S5Sc

C16H17AsO3S5Sc as an isolated structure (ωB97M-V with the def2-TZVPD basis set, OMol25).

Properties
Total energy   -5833.2785 hartree
HOMO level   -0.166 Eh
ΔE to the lowest compared entry with this formula, charge and spin   36.2 kJ/mol
Charge   -1
Kohn-Sham gap   6.58 eV
Maximum force   0.6 eV/A
E_LUMO   2.05 eV

XYZ file:
```
43
Properties=species:S:1:pos:R:3:forces:R:3:mulliken_charge:R:1
Sc -0.025 0.758 0.702 -0.17 0.28 -0.04 0.9166
S -0.999 1.389 3.045 0.09 -0.06 -0.19 -0.4210
As 0.569 2.776 2.442 0.19 0.40 0.42 0.5205
S 2.156 1.287 2.016 -0.22 -0.03 -0.10 -0.5174
S -0.110 3.257 0.376 -0.31 -0.06 0.19 -0.4464
S 1.113 4.405 3.619 -0.01 0.00 -0.03 -0.5481
O 1.209 0.368 -1.002 -0.49 -0.22 0.09 -0.3142
S 2.406 0.175 -1.894 0.12 0.16 0.01 0.1055
C 3.807 0.118 -0.758 0.04 -0.03 -0.08 -0.6075
C 5.112 0.021 -1.493 -0.01 -0.01 0.02 0.2360
C 5.366 -1.035 -2.366 0.00 0.01 -0.02 -0.3766
C 6.578 -1.117 -3.037 0.01 0.01 0.01 -0.6452
C 7.552 -0.151 -2.829 0.00 -0.01 -0.01 -0.3988
C 7.308 0.897 -1.953 0.00 0.01 -0.01 -0.6725
C 6.093 0.987 -1.293 -0.01 0.04 -0.01 -0.1074
C 2.612 1.769 -2.759 0.03 -0.03 -0.05 -1.1917
C 3.366 2.884 -2.098 0.04 -0.01 0.04 0.3798
C 4.469 3.438 -2.742 0.05 -0.02 -0.01 -0.4461
C 5.178 4.473 -2.151 0.01 -0.02 0.01 -0.6735
C 4.793 4.951 -0.904 -0.03 0.00 0.00 -0.4348
C 3.689 4.406 -0.262 0.01 0.01 -0.03 -0.7001
C 2.969 3.383 -0.862 0.18 -0.14 -0.02 0.8825
H 3.595 -0.780 -0.173 0.02 0.01 0.03 0.6370
H 3.732 0.976 -0.090 0.00 0.02 -0.03 -0.0054
H 4.612 -1.799 -2.518 0.00 -0.01 0.00 0.4058
H 6.763 -1.941 -3.714 0.00 0.00 0.00 0.3817
H 8.500 -0.217 -3.348 0.00 0.00 0.00 0.3837
H 8.063 1.655 -1.787 0.00 0.00 0.00 0.4065
H 5.893 1.816 -0.625 -0.01 0.00 0.00 0.3992
H 1.564 2.032 -2.932 0.01 -0.02 -0.02 0.5181
H 3.060 1.502 -3.718 0.01 0.03 -0.02 0.4800
H 4.786 3.046 -3.703 0.00 0.00 -0.01 0.3283
H 6.036 4.896 -2.657 0.00 0.01 -0.01 0.3835
H 5.349 5.755 -0.438 0.00 0.00 0.01 0.3893
H 3.369 4.770 0.706 0.00 0.01 0.04 0.4602
H 2.097 2.979 -0.359 0.18 0.07 -0.08 -0.1584
C -3.605 0.729 -0.022 -0.03 0.00 0.03 -0.7155
O -2.201 0.531 -0.003 0.45 0.06 -0.12 -0.0874
C -1.649 -0.760 0.350 -0.14 -0.42 -0.03 -0.0743
O -2.391 -1.698 0.382 -0.03 -0.03 0.00 -0.4635
H -3.777 1.800 -0.095 0.01 0.00 0.01 0.2540
H -4.047 0.340 0.896 0.01 0.01 0.00 0.2980
H -4.050 0.212 -0.874 0.02 0.00 0.00 0.2397
```
Forces are in eV/Å.